# C6H10N5OS

A cluster of 2 separate species, C6H10N5OS in total at a distorted geometry (ωB97M-V with the def2-TZVPD basis set, the OMol25 dataset).

```
23
Properties=species:S:1:pos:R:3:forces:R:3:mulliken_charge:R:1
C 3.932 -0.054 -0.183 0.01 -0.78 0.26 0.37
C 0.221 -2.099 -0.410 0.01 -0.77 -0.17 0.27
C -0.949 0.679 -0.997 -0.02 -0.12 0.10 -1.39
C -0.474 1.212 1.417 -0.01 -0.17 -0.09 -1.63
C 0.253 -0.943 0.438 -0.13 0.23 0.37 -0.71
C -0.792 0.104 0.419 -0.25 0.03 -0.12 1.14
N 2.760 1.542 -0.920 -1.80 -0.88 0.04 -0.30
N 4.769 0.970 -0.427 0.52 0.53 -0.12 -0.33
N 3.997 1.926 -0.881 2.19 0.83 0.05 -0.53
N 2.669 0.306 -0.497 -0.74 0.05 -0.20 0.22
N 1.344 -2.881 -0.341 0.17 -0.10 0.04 -0.31
O -0.744 -2.441 -1.101 -0.10 0.21 0.00 -0.70
S 4.355 -1.580 0.425 0.14 0.45 -0.08 -0.37
H -1.725 1.444 -1.010 -0.08 0.11 -0.01 0.42
H -1.220 -0.117 -1.683 -0.03 -0.01 -0.10 0.39
H -0.005 1.116 -1.311 0.11 0.12 -0.07 0.26
H -1.270 1.954 1.438 -0.08 0.10 0.02 0.44
H -0.345 0.810 2.420 0.00 0.00 0.13 0.40
H 0.450 1.704 1.121 0.12 0.09 0.00 0.29
H 1.099 -0.826 1.094 0.06 -0.02 0.07 0.43
H -1.751 -0.373 0.688 0.08 0.06 -0.03 0.30
H 2.213 -2.480 0.000 -0.10 0.01 -0.08 0.12
H 1.429 -3.603 -1.037 -0.10 0.05 -0.02 0.23
```
Forces are in eV/Å.

Total energy, eV: -26716.9732
Net charge: -1
ΔE to the lowest compared entry with this formula, charge and spin, kJ/mol: 53.6
Spin multiplicity: 1
LUMO energy (alpha / beta), eV: 2.82 / 1.28
Kohn-Sham gap (alpha / beta), eV: 8.10 / 6.21



# C6H10NO

A structure of composition C6H10NO at a distorted geometry (ωB97M-V with the def2-TZVPD basis set, the OMol25 dataset).

```
18
Properties=species:S:1:pos:R:3:forces:R:3:mulliken_charge:R:1
C 2.225 1.517 0.857 0.31 -0.50 0.62 -0.59
O 3.012 0.464 1.094 0.08 -0.15 -0.26 -0.85
C 0.734 1.096 0.873 0.71 2.55 -0.89 -0.42
C 0.406 0.402 -0.414 -2.13 -1.60 2.64 -0.30
C -0.989 0.052 -0.520 1.30 -2.21 -0.18 -0.45
C -1.474 -1.136 -1.224 -0.82 -0.85 -0.49 0.26
N -2.769 -1.642 -0.929 -0.18 0.42 0.15 -0.89
C -1.710 -2.218 -0.176 -0.76 0.52 0.02 -0.47
H 2.344 2.339 1.614 -0.07 0.11 -0.18 0.25
H 2.391 1.996 -0.151 -0.11 0.21 0.00 0.20
H -0.306 0.801 -1.300 0.74 2.03 -1.22 0.07
H 0.135 2.019 0.946 -0.20 -0.13 0.10 0.38
H 1.202 -0.228 -0.795 -0.22 -0.05 -0.54 0.39
H 0.553 0.500 1.767 -0.10 -0.46 -0.33 0.25
H -1.746 0.606 0.029 0.25 0.10 0.19 0.35
H -1.032 -1.449 -2.177 0.67 0.34 0.18 0.42
H -1.565 -1.860 0.848 0.16 -0.38 0.26 0.14
H -1.410 -3.258 -0.340 0.37 0.05 -0.08 0.26
```
Forces are in eV/Å.

Total energy, eV: -9915.2925
Net charge: -1
ΔE to the lowest compared entry with this formula, charge and spin, kJ/mol: 458.3
Spin multiplicity: 1
LUMO energy, eV: 2.85
Kohn-Sham gap, eV: 6.04



# C6H10NO

The ion C6H10NO with charge +1 at a distorted geometry (ωB97M-V with the def2-TZVPD basis set, the OMol25 dataset).

```
18
Properties=species:S:1:pos:R:3:forces:R:3:mulliken_charge:R:1
C -4.097 0.603 0.635 3.39 -0.45 -1.30 0.39
C -2.993 0.440 0.186 0.70 -0.27 -1.18 -1.40
C -1.703 0.213 -0.518 -0.23 -0.10 0.56 0.14
O -1.489 -1.034 -1.162 -0.96 -1.93 -1.46 -0.43
C -0.809 -0.913 -0.021 -0.15 1.81 1.97 -0.08
N 0.700 -0.773 -0.189 -0.13 -2.19 0.80 -0.22
C 1.389 0.477 0.408 -0.82 0.13 0.63 -0.32
C 2.806 0.361 -0.073 0.04 1.85 -2.98 -1.06
H -4.859 0.903 1.213 -2.68 0.61 1.47 0.53
H -1.304 0.944 -1.233 -0.20 0.41 1.05 0.51
H -1.164 -1.476 0.890 0.80 0.45 -1.06 0.39
H 1.143 -1.637 0.373 -0.97 2.12 -2.11 0.42
H 0.817 -0.879 -1.266 0.37 0.20 2.20 0.46
H 0.824 1.365 0.085 0.36 -0.42 -0.26 0.34
H 1.262 0.472 1.531 0.17 -0.47 -1.19 0.32
H 3.183 -0.581 0.172 0.93 -1.42 0.73 0.38
H 2.777 0.347 -1.253 0.19 0.29 2.15 0.27
H 3.518 1.165 0.223 -0.79 -0.61 -0.02 0.35
```
Forces are in eV/Å.

Total energy, eV: -9910.5996
Net charge: +1
ΔE to the lowest compared entry with this formula, charge and spin, kJ/mol: 366.0
Spin multiplicity: 1
LUMO energy, eV: -3.55
SMILES: C#C[C@@H]1O[C@H]1[NH2+]CC
Kohn-Sham gap, eV: 10.47



Which formula does entry 3 have?
C6H10NO